Below is a 2-piece molecular cluster, C6H16N4 overall at a distorted geometry, with properties calculated with wB97M-V/def2-TZVPD.

```
26
Properties=species:S:1:pos:R:3:forces:R:3:nbo_charge:R:1
C 0.923935 -1.341357 -0.111349 -1.79 -1.44 0.65 0.376
C -0.827032 1.432008 -0.015169 0.89 -0.44 0.90 0.197
H -0.146827 1.179819 -2.635208 -0.83 -0.85 -0.16 0.238
H -1.090233 -1.933465 -0.023558 -4.60 2.11 -0.58 0.424
H -0.217914 -4.191497 -0.493224 -0.25 0.03 -0.64 0.243
H 0.696849 2.159836 2.042853 -0.27 0.57 0.68 0.233
H 2.156678 -3.860613 1.115941 0.88 -0.26 2.65 0.244
N -1.212017 2.242624 1.253731 3.13 -2.63 -0.30 -0.578
H -1.338792 1.526721 2.027109 -1.08 1.39 -1.22 0.473
H 0.584234 3.402464 0.954450 0.17 1.22 -1.40 0.238
H -1.885093 2.811781 -0.988513 -0.14 0.63 0.25 0.390
H -0.160749 -3.792972 1.219145 -0.54 -0.25 0.22 0.228
H -1.999642 1.405416 -2.824914 -2.58 -1.65 -1.42 0.237
H -1.876724 2.908238 1.010911 -2.44 1.28 0.42 0.419
H 3.008546 -1.640021 -0.067576 -2.89 -1.07 0.38 0.472
C 1.727981 -3.404541 0.305258 -0.84 -3.49 -4.53 -0.247
C -1.092767 1.714343 -2.512246 4.62 3.17 1.46 -0.404
H -0.314851 3.689562 2.532398 0.77 -0.78 -0.75 0.267
H 0.923730 -0.304909 -0.251155 -0.16 1.28 -0.36 0.249
N -0.179900 -2.079275 0.042509 5.17 -1.59 -0.22 -0.511
H -0.808063 2.700964 -3.018680 -0.82 -1.14 0.70 0.250
C 0.029675 2.979564 1.732764 -0.44 -1.12 1.76 -0.422
N 1.993275 -2.043500 0.058988 4.00 2.11 -0.39 -0.497
N -1.231694 2.041837 -1.052591 -1.17 0.71 -0.91 -0.521
C 0.157840 -3.499646 0.232082 1.98 0.57 1.67 -0.233
H 2.179556 -4.103383 -0.533954 -0.79 1.66 1.14 0.236
```
Forces are in eV/Å.

Properties
Multiplicity   1
Net charge   +2
Gap between HOMO and LUMO   10.21 eV
DFT total energy   -456.5322 hartree